No. 1
{
  "formula": "CH9NO3",
  "method": "ωB97M-V/def2-TZVPD",
  "elements": ["C", "N", "H", "H", "H", "O", "H", "H", "O", "H", "H", "O", "H", "H"],
  "positions_angstrom": [[-0.45, -2.81, -1.24], [-1.56, -2.88, -1.88], [-0.28, -3.69, -0.61], [0.44, -2.17, -1.38], [-1.36, -2.52, -2.82], [1.27, 1.74, -0.94], [1.31, 0.78, -0.93], [0.47, 2.18, -1.20], [1.53, 0.49, 1.89], [2.07, 0.95, 2.54], [1.10, 1.28, 1.55], [-1.24, 2.05, 1.87], [-1.28, 2.16, 0.92], [-2.03, 2.46, 2.25]],
  "e_above_lowest_kj_mol": 183.7,
  "homo_energy_ev": -9.88,
  "smiles": "C=N.O.O.O",
  "spin_multiplicity": 1,
  "fmax_ev_per_a": 2.16
}



No. 2
{
  "formula": "C4H3F4O8S2",
  "method": "ωB97M-V/def2-TZVPD",
  "elements": ["O", "S", "O", "O", "S", "O", "O", "C", "F", "F", "F", "C", "C", "O", "C", "O", "O", "F", "H", "H", "H"],
  "positions_angstrom": [[1.32, -0.80, 1.70], [1.50, -0.40, 0.30], [0.58, 0.66, -0.11], [1.28, -1.62, -0.60], [3.50, 0.25, -0.13], [3.85, -0.21, -1.48], [3.66, 1.71, -0.12], [4.70, -0.45, 1.12], [4.97, 0.52, 2.03], [5.84, -0.84, 0.50], [4.22, -1.53, 1.79], [-2.75, 0.82, -0.71], [-3.86, 0.05, -1.36], [-4.36, -0.75, -0.31], [-4.12, -0.04, 0.84], [-4.63, -0.27, 1.89], [-3.23, 0.96, 0.63], [-3.40, -0.77, -2.34], [-1.81, 0.27, -0.70], [-2.59, 1.79, -1.17], [-4.67, 0.67, -1.76]],
  "e_above_lowest_kj_mol": 110.6,
  "charge": -1,
  "homo_energy_ev": -6.35,
  "spin_multiplicity": 1,
  "fmax_ev_per_a": 8.00
}



No. 3
{
  "formula": "C28H25Cl2CoO4PS2",
  "method": "ωB97M-V/def2-TZVPD",
  "elements": ["Co", "O", "S", "O", "O", "C", "C", "C", "C", "C", "C", "P", "C", "C", "C", "C", "C", "C", "C", "C", "C", "C", "C", "C", "H", "H", "H", "H", "H", "H", "H", "H", "H", "H", "H", "H", "H", "H", "Cl", "C", "C", "C", "C", "C", "Cl", "C", "S", "H", "H", "H", "C", "C", "C", "O", "C", "H", "H", "H", "H", "H", "H", "H", "H"],
  "positions_angstrom": [[0.42, 1.18, 0.03], [2.02, 1.10, -1.05], [2.93, 0.91, 0.15], [4.12, 1.68, 0.14], [1.97, 1.16, 1.28], [3.28, -0.80, 0.22], [4.58, -1.26, 0.28], [4.80, -2.63, 0.35], [3.73, -3.51, 0.35], [2.43, -3.04, 0.28], [2.18, -1.67, 0.21], [0.46, -1.09, 0.00], [-0.47, -1.75, 1.40], [-1.86, -1.76, 1.35], [-2.60, -2.12, 2.46], [-1.94, -2.46, 3.64], [-0.56, -2.44, 3.70], [0.18, -2.08, 2.59], [0.00, -1.95, -1.52], [0.54, -1.46, -2.71], [0.30, -2.11, -3.90], [-0.49, -3.26, -3.92], [-1.01, -3.76, -2.74], [-0.76, -3.11, -1.54], [5.40, -0.55, 0.27], [5.82, -3.00, 0.40], [3.91, -4.57, 0.40], [1.60, -3.74, 0.26], [-2.38, -1.47, 0.43], [-3.68, -2.13, 2.42], [-2.52, -2.75, 4.51], [-0.05, -2.71, 4.62], [1.26, -2.05, 2.65], [1.15, -0.56, -2.70], [0.71, -1.73, -4.82], [-0.68, -3.77, -4.86], [-1.60, -4.67, -2.75], [-1.15, -3.53, -0.62], [-1.12, 1.42, 1.69], [-2.66, 1.27, 0.84], [-3.80, 1.22, 1.60], [-5.02, 1.09, 0.94], [-5.05, 1.01, -0.44], [-3.87, 1.05, -1.17], [-3.94, 0.94, -2.90], [-2.62, 1.18, -0.55], [-1.15, 1.18, -1.50], [-3.75, 1.28, 2.68], [-5.94, 1.05, 1.50], [-5.99, 0.91, -0.97], [1.26, 5.23, -1.04], [1.02, 5.44, 0.46], [1.15, 4.03, 0.99], [0.50, 3.22, -0.03], [0.55, 3.92, -1.32], [2.33, 5.13, -1.23], [0.88, 6.04, -1.65], [0.01, 5.82, 0.64], [1.74, 6.11, 0.92], [0.63, 3.84, 1.93], [2.19, 3.73, 1.08], [-0.48, 4.05, -1.64], [1.07, 3.28, -2.03]],
  "e_above_lowest_kj_mol": 0.0,
  "charge": 1,
  "homo_energy_ev": [-10.84, -10.84],
  "spin_multiplicity": 1,
  "fmax_ev_per_a": 0.25
}



No. 4
{
  "formula": "C45H72NO21P2",
  "method": "ωB97M-V/def2-TZVPD",
  "elements": ["C", "C", "C", "N", "C", "C", "C", "P", "O", "O", "C", "C", "O", "C", "C", "C", "O", "O", "P", "C", "C", "H", "H", "H", "H", "H", "H", "H", "H", "H", "H", "H", "H", "H", "H", "H", "H", "H", "H", "H", "H", "H", "H", "H", "H", "O", "C", "O", "C", "C", "C", "H", "H", "H", "H", "H", "H", "O", "C", "O", "C", "C", "C", "H", "H", "H", "H", "H", "H", "O", "C", "O", "C", "C", "C", "H", "H", "H", "H", "H", "H", "O", "C", "O", "C", "C", "C", "H", "H", "H", "H", "H", "H", "O", "C", "O", "C", "C", "C", "H", "H", "H", "H", "H", "H", "O", "C", "O", "C", "C", "C", "H", "H", "H", "H", "H", "H", "O", "C", "O", "C", "C", "C", "H", "H", "H", "H", "H", "H", "O", "C", "O", "C", "C", "C", "H", "H", "H", "H", "H", "H"],
  "positions_angstrom": [[-4.15, 3.09, -0.35], [-4.04, 2.32, 0.72], [-4.02, 1.22, 1.94], [-5.41, 0.75, 2.09], [-5.56, -0.72, 2.30], [-5.72, -1.57, 0.90], [-5.90, -0.54, -0.35], [-6.52, -1.49, -1.90], [-6.47, -0.52, -3.11], [-5.71, -2.98, -2.12], [-4.42, -2.82, -2.78], [-3.14, -3.06, -1.83], [-8.18, -1.89, -1.53], [-9.09, -1.33, -2.52], [-9.43, 0.25, -2.25], [-2.92, 0.12, 1.52], [-2.30, -0.49, 2.50], [-2.58, -0.26, 0.22], [-3.32, 2.17, 3.46], [-1.92, 3.26, 2.68], [-4.58, 3.49, 4.07], [-4.51, 3.59, -1.33], [-5.91, 1.20, 2.90], [-6.59, -0.87, 2.84], [-4.79, -1.20, 3.02], [-4.78, -2.21, 0.72], [-6.67, -2.22, 0.92], [-4.96, 0.07, -0.60], [-6.76, 0.19, -0.05], [-4.38, -3.64, -3.61], [-4.27, -1.82, -3.32], [-3.35, -2.93, -0.71], [-2.33, -2.30, -2.18], [-2.69, -4.11, -2.08], [-10.11, -1.87, -2.37], [-8.78, -1.54, -3.61], [-8.45, 0.90, -2.24], [-10.06, 0.69, -3.13], [-9.93, 0.37, -1.23], [-2.35, 4.16, 2.09], [-1.17, 3.64, 3.45], [-1.43, 2.57, 1.87], [-5.41, 3.01, 4.71], [-4.01, 4.24, 4.75], [-5.01, 4.09, 3.18], [2.53, -1.58, -2.51], [2.08, -1.48, -1.39], [2.85, -1.45, -0.26], [1.99, -1.44, 0.89], [0.67, -0.90, 0.39], [0.63, -1.40, -1.03], [1.91, -2.46, 1.27], [2.43, -0.80, 1.66], [-0.18, -1.22, 1.00], [0.69, 0.19, 0.39], [0.19, -2.41, -1.10], [0.09, -0.71, -1.68], [-6.21, 1.87, 5.93], [-6.57, 2.45, 6.92], [-5.73, 3.13, 7.75], [-6.47, 3.60, 8.89], [-7.91, 3.64, 8.43], [-7.98, 2.49, 7.45], [-6.31, 2.91, 9.72], [-6.11, 4.59, 9.17], [-8.62, 3.55, 9.26], [-8.12, 4.58, 7.91], [-8.20, 1.54, 7.95], [-8.69, 2.68, 6.65], [0.22, 3.37, -0.64], [-0.23, 3.12, -1.74], [-0.83, 4.04, -2.55], [-1.34, 3.39, -3.71], [-0.55, 2.10, -3.83], [-0.27, 1.76, -2.38], [-2.41, 3.20, -3.57], [-1.21, 4.03, -4.58], [-1.08, 1.32, -4.37], [0.39, 2.30, -4.35], [-1.07, 1.17, -1.94], [0.69, 1.25, -2.27], [7.89, 2.49, -0.98], [6.86, 1.86, -0.88], [6.71, 0.58, -1.31], [5.35, 0.18, -1.14], [4.79, 1.10, -0.08], [5.57, 2.37, -0.32], [4.83, 0.29, -2.10], [5.30, -0.87, -0.84], [3.71, 1.22, -0.14], [5.03, 0.70, 0.91], [5.08, 3.01, -1.06], [5.73, 2.92, 0.61], [7.79, -5.91, -0.89], [8.00, -4.89, -1.49], [8.91, -4.76, -2.50], [8.98, -3.39, -2.91], [7.67, -2.78, -2.47], [7.35, -3.56, -1.21], [9.84, -2.93, -2.42], [9.11, -3.34, -3.99], [7.73, -1.70, -2.31], [6.90, -2.97, -3.22], [7.81, -3.12, -0.33], [6.27, -3.68, -1.07], [-9.12, 2.97, -4.22], [-9.23, 2.28, -5.20], [-9.43, 0.94, -5.18], [-9.40, 0.43, -6.51], [-9.72, 1.61, -7.40], [-9.12, 2.76, -6.63], [-8.41, 0.01, -6.71], [-10.14, -0.37, -6.62], [-9.32, 1.51, -8.41], [-10.80, 1.74, -7.47], [-8.07, 2.91, -6.87], [-9.69, 3.68, -6.77], [12.23, -6.32, 3.58], [11.78, -6.57, 2.49], [11.18, -5.65, 1.69], [10.67, -6.31, 0.52], [11.46, -7.59, 0.40], [11.75, -7.93, 1.85], [9.60, -6.50, 0.67], [10.80, -5.67, -0.35], [10.93, -8.38, -0.13], [12.40, -7.40, -0.12], [10.95, -8.52, 2.30], [12.71, -8.44, 1.96], [10.79, 3.11, 5.09], [10.57, 2.98, 3.91], [9.70, 2.07, 3.38], [9.78, 2.11, 1.95], [10.35, 3.47, 1.62], [11.26, 3.74, 2.80], [10.42, 1.29, 1.62], [8.78, 1.97, 1.53], [10.86, 3.50, 0.66], [9.55, 4.21, 1.60], [12.26, 3.33, 2.65], [11.31, 4.80, 3.04]],
  "charge": -1,
  "homo_energy_ev": -4.83,
  "spin_multiplicity": 1,
  "fmax_ev_per_a": 6.82
}



No. 5
{
  "formula": "C6H7N",
  "method": "ωB97M-V/def2-TZVPD",
  "elements": ["N", "C", "C", "C", "H", "H", "H", "C", "C", "C", "H", "H", "H", "H"],
  "positions_angstrom": [[1.26, 0.03, -2.40], [0.57, -1.00, -2.29], [0.40, -2.43, -1.97], [-0.66, -1.76, -2.38], [2.15, -0.05, -2.03], [0.63, -3.48, -1.70], [-1.73, -1.82, -2.64], [0.78, 1.35, 1.13], [0.34, 0.19, 1.46], [-0.38, 1.32, 2.16], [1.43, 1.83, 0.40], [0.46, -0.79, 1.71], [-0.09, 1.66, 3.20], [-1.37, 1.80, 1.80]],
  "e_above_lowest_kj_mol": 656.5,
  "homo_energy_ev": -9.19,
  "smiles": "N=c1cc1.C1=CC1",
  "spin_multiplicity": 1,
  "fmax_ev_per_a": 2.78
}